No. 1
Below is a molecular structure, C44H52BiBr2IN5OS3, with properties calculated with ωB97M-V/def2-TZVPD.

orbital gap	6.39	eV
LUMO level	2.091	eV
charge	-1
HOMO energy	-4.3	eV
energy above the lowest of the compared OMol25 structures with the same formula, charge and spin	194.6	kJ/mol

Each line ends with the Löwdin charge.
Atoms and positions in Å:
1 Bi 0.8890 -0.3223 0.8633  1.8115
2 Br 3.9228 1.8549 -3.3051  0.7504
3 C 4.0225 2.2167 -1.4523  -0.5889
4 C 5.0283 3.1111 -1.0469  -0.1903
5 C 5.1984 3.4412 0.2613  -0.6345
6 Br 6.5441 4.6897 0.7401  0.7361
7 C 4.3687 2.8603 1.2533  -0.1872
8 C 4.4137 3.1711 2.6304  -0.0290
9 C 3.5123 2.6075 3.4831  -0.0791
10 C 2.6153 1.6525 2.9796  -0.2409
11 N 2.6230 1.2750 1.7234  -0.0210
12 C 3.4035 1.9295 0.8288  -0.1580
13 C 3.1365 1.6183 -0.5649  -0.4424
14 O 2.1570 0.8411 -0.8668  -0.3181
15 H 5.6627 3.5518 -1.8035  0.0859
16 H 5.1373 3.8926 2.9837  0.0788
17 H 3.4552 2.8918 4.5236  0.1122
18 H 1.8967 1.1882 3.6416  0.1014
19 C 3.7543 -1.1753 3.8854  -0.0412
20 C 2.4068 -1.1125 4.5555  -0.2453
21 C 2.3347 -0.7546 5.8960  -0.0620
22 C 1.1185 -0.7169 6.5592  -0.0873
23 C -0.0355 -1.0786 5.8872  -0.0501
24 C -0.0010 -1.4600 4.5486  -0.2036
25 C -1.2473 -1.9830 3.8963  -0.0808
26 C 1.2228 -1.4294 3.8662  -0.2668
27 N 1.2597 -1.7542 2.4829  -0.1810
28 C 1.9093 -2.9306 2.0909  -0.3505
29 C 2.2723 -3.9916 3.0925  -0.0331
30 C 2.1295 -3.0981 0.7745  -0.3321
31 C 2.7464 -4.3584 0.2317  -0.0303
32 N 1.7394 -2.0585 -0.0775  -0.1781
33 C 1.9082 -2.2188 -1.4793  -0.2760
34 C 0.8711 -2.7874 -2.2315  -0.2401
35 C -0.3986 -3.2631 -1.5802  -0.0480
36 C 1.0582 -2.9820 -3.5964  -0.0712
37 C 2.2509 -2.6295 -4.2062  -0.0994
38 C 3.2792 -2.0940 -3.4472  -0.0671
39 C 3.1312 -1.8977 -2.0790  -0.2281
40 C 4.2937 -1.4392 -1.2483  -0.0262
41 H 4.3770 -0.3324 4.1889  0.0772
42 H 3.6744 -1.1682 2.8001  0.0683
43 H 4.2795 -2.0907 4.1710  0.0814
44 H 3.2475 -0.4909 6.4196  0.1089
45 H 1.0707 -0.4151 7.5981  0.0965
46 H -0.9883 -1.0743 6.4037  0.1071
47 H -2.1356 -1.6193 4.4132  0.0716
48 H -1.2560 -3.0771 3.9352  0.0873
49 H -1.3348 -1.6988 2.8528  -0.0203
50 H 1.8955 -3.7550 4.0862  0.0783
51 H 3.3547 -4.1307 3.1785  0.0763
52 H 1.8504 -4.9588 2.8054  0.0769
53 H 3.7084 -4.5678 0.7079  0.0788
54 H 2.9176 -4.2986 -0.8408  0.0737
55 H 2.1065 -5.2288 0.4104  0.0785
56 H -0.7165 -2.6118 -0.7672  0.0493
57 H -0.2617 -4.2605 -1.1515  0.0840
58 H -1.2053 -3.3185 -2.3130  0.0735
59 H 0.2515 -3.4069 -4.1844  0.1109
60 H 2.3780 -2.7749 -5.2726  0.0985
61 H 4.2192 -1.8243 -3.9156  0.1064
62 H 5.0271 -0.9157 -1.8620  0.0740
63 H 4.7882 -2.2981 -0.7827  0.0855
64 H 3.9778 -0.7805 -0.4426  0.0598
65 S 0.7283 0.5803 -3.4827  0.7002
66 C -0.4544 0.0030 -4.6389  -0.6352
67 C -0.4728 -0.2663 -5.9964  -0.0818
68 C -1.6517 -0.7772 -6.5253  -0.1007
69 C -2.7668 -1.0169 -5.7213  -0.1014
70 C -2.7420 -0.7551 -4.3561  -0.0848
71 C -1.5642 -0.2446 -3.8387  -0.6113
72 S -0.9564 0.2334 -2.2524  0.6630
73 H 0.3896 -0.0906 -6.6268  0.1088
74 H -1.7074 -0.9955 -7.5844  0.0964
75 H -3.6674 -1.4166 -6.1696  0.0962
76 H -3.6088 -0.9493 -3.7387  0.0921
77 C -3.5921 4.1503 -3.2241  -0.1120
78 C -3.2090 5.0571 -2.0572  -0.2581
79 C -3.2082 4.3249 -0.7169  -0.1941
80 C -2.0061 3.3904 -0.5862  -0.2308
81 N -2.0956 2.4692 0.5273  -0.0184
82 C -2.8148 1.3518 0.5705  -0.8541
83 S -2.6997 0.3087 1.9033  0.6006
84 N -3.6357 1.1057 -0.4817  -0.0028
85 C -4.4109 -0.1068 -0.6543  -0.2300
86 C -5.8946 0.1921 -0.8456  -0.2019
87 C -6.5295 0.9070 0.3446  -0.2651
88 C -6.5832 0.0411 1.5974  -0.1122
89 H -3.6270 4.6961 -4.1682  0.0670
90 H -4.5804 3.7100 -3.0617  0.0694
91 H -2.8815 3.3312 -3.3590  0.0599
92 H -3.9017 5.9012 -2.0147  0.1013
93 H -2.2177 5.4863 -2.2337  0.1111
94 H -4.1383 3.7542 -0.6178  0.0993
95 H -3.1901 5.0270 0.1188  0.1153
96 H -1.0980 3.9717 -0.4151  0.0756
97 H -1.8338 2.8388 -1.5166  0.0663
98 H -1.4314 2.6147 1.2902  -0.0749
99 H -3.4989 1.6792 -1.3005  0.1024
100 H -4.2244 -0.7300 0.2176  0.0588
101 H -4.0307 -0.6576 -1.5208  0.0943
102 H -6.4163 -0.7536 -1.0279  0.1098
103 H -6.0206 0.7905 -1.7551  0.1038
104 H -7.5383 1.2250 0.0660  0.0997
105 H -5.9663 1.8205 0.5542  0.0983
106 H -7.1300 -0.8865 1.4058  0.0713
107 H -7.0869 0.5612 2.4138  0.0689
108 H -5.5805 -0.2145 1.9435  0.0284
109 I 0.3296 4.1787 2.4027  -0.2592


No. 2
Below is a molecular structure, C44H52N4O5Tc, with properties calculated with ωB97M-V/def2-TZVPD.

orbital gap (spin up / spin down)	5.46 / 4.93	eV
LUMO level (spin up / spin down)	-7.984 / -8.501	eV
charge	+2
HOMO energy (spin up / spin down)	-13.4 / -13.4	eV
2S+1	4

Each line ends with the Mulliken spin population.
Atoms and positions in Å:
1 Tc 0.5674 -0.7472 -1.4740  2.5713
2 C -0.2991 -1.2205 5.8831  0.0060
3 C -1.1947 -1.8986 4.8340  0.0027
4 C -2.5603 -1.2152 4.8248  0.0023
5 C -1.3879 -3.3770 5.2022  0.0040
6 C -0.4939 -1.7813 3.4878  0.0141
7 C -0.9528 -1.0005 2.4771  -0.0463
8 C -0.2094 -0.9516 1.2652  0.0037
9 N -0.5185 -0.2582 0.1660  -0.0526
10 C -1.5016 0.6451 -0.0649  -0.0240
11 C -2.2002 1.3909 0.9047  -0.0232
12 C -3.1529 2.2759 0.4858  0.0104
13 C -3.4491 2.3479 -0.9148  -0.0074
14 C -2.7983 1.6715 -1.9186  0.0254
15 C -1.7195 0.8688 -1.4801  0.0668
16 O -0.8750 0.3357 -2.3181  0.1093
17 C -3.1907 1.8731 -3.3853  0.0058
18 C -4.7165 1.9900 -3.4927  -0.0008
19 C -2.7618 0.7141 -4.2940  0.0080
20 C -2.5402 3.1723 -3.8698  0.0019
21 C -3.9540 3.1452 1.4434  0.0011
22 C -3.9302 4.6077 0.9815  0.0028
23 C -5.4009 2.6195 1.4315  0.0044
24 C -3.4100 3.0764 2.8678  0.0024
25 C 0.9882 -1.7468 1.0906  0.1055
26 O 1.5758 -1.6810 -0.0805  0.1171
27 C 1.4837 -2.5411 2.1407  0.0256
28 C 0.7221 -2.5116 3.2880  0.0020
29 C 2.7133 -3.4569 2.0977  0.0028
30 C 2.2152 -4.9049 2.1994  0.0019
31 C 3.6126 -3.1357 3.2989  0.0006
32 C 3.5706 -3.3348 0.8346  0.0098
33 H -0.7762 -1.2745 6.8606  0.0007
34 H -0.1327 -0.1708 5.6421  -0.0007
35 H 0.6703 -1.7125 5.9612  -0.0004
36 H -3.0499 -1.3818 5.7825  0.0000
37 H -3.2130 -1.6151 4.0479  -0.0002
38 H -2.4780 -0.1338 4.6953  -0.0001
39 H -1.9428 -3.4437 6.1370  0.0002
40 H -0.4438 -3.8985 5.3566  0.0000
41 H -1.9552 -3.9105 4.4393  -0.0002
42 H -1.8926 -0.4852 2.5698  -0.0059
43 H -1.9421 1.3147 1.9455  -0.0055
44 H -4.2563 3.0074 -1.1946  -0.0018
45 H -5.2090 1.0943 -3.1140  -0.0001
46 H -4.9875 2.1028 -4.5416  0.0000
47 H -5.1233 2.8552 -2.9722  0.0001
48 H -3.0707 -0.2524 -3.8951  0.0017
49 H -1.6899 0.6890 -4.4671  -0.0068
50 H -3.2507 0.8437 -5.2594  0.0011
51 H -2.9087 4.0356 -3.3152  -0.0002
52 H -2.7621 3.3306 -4.9247  -0.0001
53 H -1.4540 3.1349 -3.7624  0.0007
54 H -4.3754 4.7484 -0.0022  0.0000
55 H -2.9140 5.0020 0.9591  -0.0002
56 H -4.5051 5.2134 1.6816  0.0001
57 H -5.8578 2.7030 0.4458  0.0002
58 H -6.0058 3.2029 2.1254  0.0002
59 H -5.4410 1.5751 1.7387  -0.0006
60 H -2.3522 3.3382 2.9169  -0.0004
61 H -3.5503 2.0877 3.3091  -0.0003
62 H -3.9510 3.7836 3.4938  0.0001
63 H 1.0510 -3.1224 4.1177  -0.0018
64 H 1.6896 -5.0862 3.1358  0.0003
65 H 3.0621 -5.5876 2.1579  0.0000
66 H 1.5411 -5.1511 1.3787  -0.0004
67 H 3.1064 -3.2658 4.2543  0.0001
68 H 3.9882 -2.1123 3.2523  -0.0001
69 H 4.4693 -3.8086 3.2955  0.0000
70 H 3.0393 -3.6439 -0.0623  -0.0022
71 H 4.4299 -3.9945 0.9543  0.0014
72 H 3.9499 -2.3235 0.6856  -0.0013
73 O -0.5213 -4.4680 -2.2240  0.0281
74 C -0.0461 -3.3755 -2.2791  0.0193
75 O -0.5420 -2.3128 -1.6322  0.0647
76 C 1.1608 -3.0382 -3.1141  0.0110
77 C 1.7919 -4.0299 -3.8661  -0.0116
78 C 2.8813 -3.6781 -4.6131  0.0194
79 C 3.3022 -2.3332 -4.6525  0.0014
80 C 4.3847 -1.9116 -5.4647  0.0081
81 C 4.7240 -0.5937 -5.5333  -0.0052
82 C 3.9845 0.3631 -4.8027  0.0020
83 C 2.9466 -0.0115 -3.9961  -0.0061
84 C 2.5987 -1.3734 -3.8902  -0.0070
85 N 1.5546 -1.7707 -3.0893  -0.0409
86 H 1.3982 -5.0345 -3.8185  0.0004
87 H 3.4161 -4.4147 -5.1970  -0.0002
88 H 4.9217 -2.6547 -6.0383  0.0004
89 H 5.5431 -0.2750 -6.1620  0.0000
90 H 4.2331 1.4110 -4.8967  0.0003
91 H 2.3653 0.7342 -3.4766  -0.0032
92 N 4.8854 4.8567 0.1913  0.0001
93 C 3.5992 4.5547 0.4476  -0.0010
94 O 2.8593 5.1854 1.1672  0.0027
95 C 3.0482 3.3056 -0.2029  0.0117
96 C 1.8981 3.4073 -0.9771  -0.0048
97 C 1.3000 2.2557 -1.4352  0.0102
98 N 1.7750 1.0284 -1.1429  -0.0771
99 C 2.9031 0.9337 -0.4197  0.0335
100 C 3.5716 2.0474 0.0528  -0.0116
101 H 5.2799 5.6808 0.6189  0.0000
102 H 5.4393 4.3361 -0.4661  0.0000
103 H 1.4616 4.3695 -1.1996  0.0003
104 H 0.4144 2.2897 -2.0555  0.0239
105 H 3.2610 -0.0648 -0.2149  0.0000
106 H 4.4687 1.9214 0.6415  0.0002


Question: The lowest charge belongs to which entry?
Answer: C44H52BiBr2IN5OS3